86
Properties=species:S:1:pos:R:3:forces:R:3 method="wB97M-V/def2-TZVPD" total_energy_ha=-3285.41510 lumo_ev=-1.103 smiles="O=C1OC[C@@H](F)O1.O=C1OC[C@@H](F)O1.O=C1OC[C@@H](F)O1.C[N+](=O)[O-].C[N+](=O)[O-].C[N+](=O)[O-].C[N+](=O)[O-].C[N+](=O)[O-].C[N+](=O)[O-].C[N+](=O)[O-].C[N+](=O)[O-]" homo_ev=-10.61 e_above_lowest_kj_mol=177.0 gap_ha=0.3494
O 2.88214 -7.77113 -0.36180 -1.7 1.2 1.4
C 1.95089 -7.07303 -0.01560 2.7 -1.6 -3.0
O 1.80395 -5.80116 -0.47281 1.2 -0.1 -0.2
C 0.48439 -5.48730 -0.27130 -2.0 2.3 0.7
C 0.14407 -6.28594 0.99069 1.9 1.0 -1.6
F -1.12492 -6.50361 1.07250 -2.5 -0.8 0.4
O 0.84922 -7.45383 0.60271 -0.2 -1.4 1.5
H 0.29332 -4.41418 -0.26827 0.6 0.3 0.8
H -0.18686 -5.72265 -1.09721 0.1 -1.1 -0.1
H 0.55638 -5.96765 1.94818 -0.1 0.4 0.0
O 0.18936 2.71260 -4.25186 0.4 -0.6 0.9
C 1.09068 2.58041 -3.47453 0.0 0.2 -1.1
O 1.57983 3.54459 -2.70389 0.5 0.2 1.0
C 2.87169 3.08167 -2.26031 1.1 3.6 0.2
C 2.85842 1.64310 -2.33024 0.0 -0.2 -1.7
F 2.52527 1.09455 -1.14558 -0.2 -0.7 0.0
O 1.88364 1.47561 -3.34856 -0.7 -1.3 0.1
H 3.60603 3.50532 -2.94541 0.0 -0.2 -0.5
H 3.22643 3.52775 -1.33118 -0.9 -0.2 0.4
H 3.79295 1.28550 -2.76254 -0.1 -0.7 0.6
O -5.54220 2.03261 -3.92411 0.9 1.3 -0.2
C -4.50572 2.53521 -3.58946 -1.5 -0.4 0.1
O -4.08451 3.79902 -3.61368 -0.2 1.9 -0.5
C -2.68845 3.89592 -3.17653 -0.6 -1.4 -0.6
C -2.64188 2.62869 -2.36535 1.1 0.3 -0.2
F -3.01915 2.96654 -1.09567 -0.4 -0.5 0.3
O -3.54363 1.82000 -3.02389 0.9 -2.1 1.4
H -2.07049 3.75015 -4.06253 0.2 0.6 0.1
H -2.45551 4.75340 -2.54523 -0.4 0.1 -0.5
H -1.70300 2.07589 -2.33351 0.0 0.3 0.1
C 3.17031 2.24767 2.01585 0.5 -1.1 0.5
N 4.54099 2.19958 2.70692 -1.2 1.0 1.5
O 5.13816 3.26755 2.70160 0.3 -0.8 -0.4
O 4.80615 1.23709 3.41413 0.0 0.6 -1.3
H 2.63124 1.41402 2.46591 -0.1 0.1 -0.2
H 3.30549 2.06950 0.94904 0.0 0.2 0.2
H 2.68339 3.19246 2.25743 0.4 -0.1 -0.2
C -4.60402 -0.66661 3.07151 0.5 1.2 0.1
N -5.85855 -1.39277 3.21745 1.0 0.5 -1.3
O -5.73024 -2.45656 3.73206 -0.7 -2.1 1.3
O -6.84705 -0.93490 2.71582 -1.2 0.3 0.0
H -4.81248 0.21333 2.46295 0.3 -0.2 0.0
H -3.87009 -1.34746 2.64034 -0.1 0.2 0.0
H -4.30631 -0.39209 4.08349 0.2 0.0 -0.1
C 0.05297 0.18339 0.25969 0.3 -0.3 0.5
N -0.72159 -0.71110 1.12283 -1.1 -1.3 3.0
O -1.42002 -0.27612 2.05712 1.2 -0.5 -2.4
O -0.49652 -1.92454 0.96909 -0.6 1.1 0.0
H 0.82905 -0.50995 -0.06445 0.1 0.7 -0.5
H 0.41401 0.95330 0.94159 0.0 0.2 -0.5
H -0.58745 0.55348 -0.54093 0.1 0.1 0.2
C 1.73483 -2.94268 -4.30441 -0.1 0.8 0.1
N 1.10051 -2.43224 -3.04637 -2.7 -1.0 -0.1
O -0.12417 -2.74782 -2.90255 3.0 0.8 -0.1
O 1.72865 -1.72780 -2.30053 -0.1 0.0 0.1
H 2.78402 -2.64755 -4.31910 -0.1 -0.4 0.3
H 1.23165 -2.35044 -5.06872 -0.1 -0.4 -0.2
H 1.52565 -4.00937 -4.38499 0.1 0.3 0.0
C -2.79218 -1.44979 -1.38927 -0.1 0.2 -0.3
N -3.78960 -0.80987 -0.46808 1.1 0.8 0.3
O -4.75606 -1.49402 -0.32857 -1.6 -0.3 0.7
O -3.57603 0.25904 0.11817 0.2 -1.2 -1.1
H -2.03617 -1.94288 -0.77818 0.0 0.2 -0.1
H -2.38125 -0.71994 -2.08680 0.1 0.0 0.3
H -3.39625 -2.18784 -1.91698 0.4 0.1 0.0
C -0.66324 5.91956 0.87501 -0.5 0.6 -0.2
N -0.13767 4.58643 1.11969 0.5 -2.6 -0.2
O 0.27106 4.27629 2.22024 0.3 1.1 0.6
O -0.25177 3.72841 0.25780 0.0 0.9 -0.6
H -0.13747 6.68207 1.44967 -0.1 -0.4 0.2
H -1.68923 5.75565 1.20452 -0.1 0.7 0.0
H -0.64127 6.16567 -0.18662 0.0 -0.3 0.1
C 0.16467 2.54417 4.98448 -0.6 0.3 0.7
N 0.96062 1.33971 4.71624 1.7 -1.3 -0.2
O 0.53834 0.51475 3.92267 -0.6 0.6 0.1
O 2.06528 1.21151 5.23259 -0.8 0.7 0.2
H -0.76566 2.24490 5.46722 -0.1 -0.3 -0.5
H -0.00813 3.02170 4.02001 0.0 0.0 0.3
H 0.64969 3.16754 5.73565 0.4 -0.1 -0.5
C 3.25104 -2.75987 0.69790 1.3 -0.1 0.8
N 3.96526 -3.91725 0.12523 0.2 -2.9 -1.4
O 4.34250 -4.84935 0.87295 -0.7 2.4 -1.3
O 4.04061 -3.96367 -1.11542 0.2 0.3 2.0
H 3.80562 -2.61128 1.62443 -0.4 0.4 0.2
H 2.23016 -3.07324 0.91628 0.0 0.3 -0.3
H 3.41621 -1.92781 0.01342 -0.6 -0.2 0.1

71
Properties=species:S:1:pos:R:3:forces:R:3 method="wB97M-V/def2-TZVPD" total_energy_ha=-3113.80174 lumo_ev=-0.484 smiles="CNCc1nnc(CCCCCCOC)nn1.O=S1(=O)OCCO1.O=S1(=O)OCCO1.O=S1(=O)OCCO1" homo_ev=-9.11 gap_ha=0.3168
C 3.86769 -1.62869 -0.01291 -0.1 -0.7 0.5
N 5.21257 -1.04153 -0.20747 -0.4 -0.1 -1.1
C 5.28632 -0.29806 -1.48404 0.0 1.1 0.0
C 4.33237 0.96576 -1.45446 1.4 -2.0 -0.2
N 4.25935 1.60602 -0.25287 -0.5 -0.1 -1.8
N 3.43307 2.62619 -0.22138 -0.2 -0.4 -1.8
C 2.78477 2.87561 -1.39503 -1.9 2.0 -0.2
C 1.75063 4.06723 -1.34714 0.8 -0.2 0.7
C 0.72342 3.96169 -0.14662 0.0 0.0 0.1
C 0.33933 2.50160 0.29408 -0.7 0.4 0.1
C -0.22205 1.57466 -0.85692 0.4 -1.3 1.2
C 0.61387 0.21881 -0.90067 -0.5 0.4 -0.9
C -0.05393 -0.87534 -1.85073 1.0 -0.1 1.3
O 0.79849 -1.13985 -2.97269 -1.1 0.4 -0.4
C 0.63804 -0.12190 -3.97472 1.2 0.3 0.1
N 2.89044 2.26041 -2.60554 0.5 0.3 1.8
N 3.71777 1.23999 -2.63688 0.5 0.2 1.8
H 3.05165 -0.86602 0.04588 0.9 -0.5 -0.2
H 3.87709 -2.16383 0.97653 -0.1 0.4 -1.0
H 3.61542 -2.37348 -0.83032 0.0 0.7 0.7
H 5.84934 -1.83245 -0.34602 -0.1 0.4 0.4
H 6.33840 0.08830 -1.61759 -1.0 -0.4 0.2
H 5.05948 -0.93062 -2.38685 -0.1 0.7 0.7
H 1.22701 4.18370 -2.32410 0.5 -0.4 0.7
H 2.35303 5.00459 -1.16912 -0.6 -0.9 -0.3
H -0.20696 4.52113 -0.45026 0.8 -0.7 0.3
H 1.12908 4.51580 0.74357 -0.3 -0.6 -0.8
H -0.48216 2.61290 1.05885 0.9 -0.1 -0.7
H 1.17811 1.98561 0.83722 -0.6 0.6 -0.7
H -1.25321 1.25741 -0.54915 1.0 0.4 -0.5
H -0.30810 2.06091 -1.85893 0.2 -0.3 0.8
H 1.64080 0.39471 -1.31888 -0.9 -0.2 0.4
H 0.75412 -0.20491 0.13294 -0.3 0.5 -0.9
H -0.06803 -1.83232 -1.25622 -0.3 0.8 -0.8
H -1.09265 -0.57168 -2.14463 0.8 -0.3 0.1
H 0.90883 0.87132 -3.51345 -0.6 -0.7 -0.6
H -0.38588 -0.11529 -4.42383 0.7 0.0 0.4
H 1.42323 -0.30667 -4.75904 -0.9 0.0 0.7
O -3.77534 1.79850 -1.99479 0.4 0.3 0.7
S -3.78081 2.54225 -0.77388 -0.5 0.1 0.3
O -2.59421 3.09579 -0.19961 -0.8 -0.1 -0.6
O -4.53427 1.66098 0.35194 0.2 0.2 -0.8
C -5.65471 2.39023 0.86803 -0.2 0.8 -0.3
C -6.09821 3.29091 -0.27126 -0.4 -0.6 -0.2
O -4.88368 3.71979 -0.89495 0.6 -0.3 0.3
H -5.31799 2.97283 1.71706 0.0 0.1 -0.2
H -6.43796 1.70815 1.18323 0.2 -0.1 -0.1
H -6.67459 4.14615 0.07585 0.3 0.1 -0.1
H -6.68137 2.73636 -1.01198 0.0 0.0 0.0
O -5.87412 1.98755 3.38150 -0.4 -0.3 1.6
S -6.15194 1.35970 4.63992 0.1 -0.3 0.4
O -7.06643 1.90871 5.58689 0.4 -0.1 -0.8
O -4.74396 1.07063 5.37912 -0.5 0.1 -0.7
C -4.61575 -0.32928 5.64326 -0.2 -0.5 0.4
C -5.41844 -1.01376 4.55129 0.6 -0.1 -0.3
O -6.56448 -0.17887 4.36042 0.1 0.7 0.4
H -5.03808 -0.53052 6.63077 0.0 0.0 0.0
H -3.56775 -0.62360 5.63098 0.0 0.3 -0.1
H -5.72049 -2.02228 4.82640 -0.2 0.2 0.0
H -4.86105 -1.04492 3.61131 0.0 0.0 0.1
O 3.22950 -7.32267 1.51204 -0.1 0.8 -0.2
S 3.27876 -6.03259 0.90067 0.0 -0.1 -0.1
O 2.92492 -4.83650 1.59490 0.3 -0.7 -0.1
O 2.44045 -6.09689 -0.48186 0.5 -0.3 0.5
C 3.28652 -5.73871 -1.57695 0.2 0.5 -0.3
C 4.68564 -6.14307 -1.14639 -0.1 -0.5 -0.3
O 4.74616 -5.83041 0.24718 -0.6 0.3 0.2
H 3.21455 -4.65823 -1.72502 0.0 0.0 0.0
H 2.96969 -6.25001 -2.48440 -0.1 -0.1 0.2
H 5.46004 -5.60826 -1.69311 0.0 0.1 0.3
H 4.83864 -7.21968 -1.25920 0.0 0.0 -0.1

55
Properties=species:S:1:pos:R:3:forces:R:3 method="wB97M-V/def2-TZVPD" total_energy_ha=-1593.51947 lumo_ev=-0.082 homo_ev=-4.51 e_above_lowest_kj_mol=407.9 gap_ha=0.1629
P 0.43071 2.38551 0.01563 2.6 1.5 2.8
P -2.16479 -0.09519 -0.69839 0.2 3.8 -1.3
C -1.39775 2.63310 -0.28468 -0.3 0.8 -1.0
C -2.36518 1.52166 0.14373 -0.6 0.0 0.4
H -1.50789 2.86270 -1.35663 -0.3 -0.1 0.0
H -1.69620 3.55214 0.23452 -0.1 -0.3 -0.1
H -2.35808 1.38344 1.23283 0.1 0.0 -0.3
H -3.38644 1.84182 -0.11627 0.1 -0.1 0.2
C -3.12480 0.21956 -2.21425 -0.3 -0.2 -0.1
H -3.32495 -0.70290 -2.77307 0.1 0.2 0.1
H -2.61641 0.94758 -2.86249 0.0 -0.3 0.3
H -4.08915 0.64986 -1.89942 0.3 -0.2 -0.2
C -3.05933 -1.36655 0.19268 -0.1 -0.8 0.4
H -4.09262 -1.39147 -0.18587 0.4 0.2 -0.1
H -3.12547 -1.13890 1.26564 0.3 0.0 -0.3
H -2.65166 -2.37836 0.06303 0.0 0.1 0.0
C 1.54120 3.55351 -0.98913 -0.5 0.7 -1.5
H 2.48277 3.70558 -0.44271 -0.5 -0.2 0.0
H 1.07397 4.54053 -1.10884 0.1 -0.1 -0.1
H 1.79254 3.19884 -1.99634 0.0 0.1 0.1
C 0.44506 3.89137 1.27658 -0.3 0.0 0.2
H -0.29055 3.72972 2.07462 0.1 0.1 0.0
H 0.18013 4.82340 0.76342 0.0 0.0 0.1
H 1.44205 4.01256 1.72149 -0.3 0.0 0.0
Cd 0.41702 -3.45911 1.35436 1.3 -0.6 -0.1
C -0.37329 -0.07554 -1.13513 0.2 -3.0 0.6
C 0.56407 1.09382 -1.37892 -0.7 0.7 0.6
C 2.01923 0.62172 -1.45016 0.0 -0.6 -0.2
C 2.71887 0.60127 -0.05620 0.4 0.0 0.0
C 2.03401 1.47972 0.93207 1.8 1.7 -0.9
C 0.68433 1.32393 1.48926 -3.2 -2.0 -0.6
C 0.06139 -0.08277 1.46848 0.4 -0.3 0.1
C 0.15378 -0.84413 0.11104 0.1 -0.6 0.4
C 2.31627 -2.74652 2.10252 0.1 -0.3 0.4
H -0.31737 -0.73144 -2.02695 0.0 -0.2 0.4
H 0.27224 1.61852 -2.29780 0.1 0.0 0.2
H 2.58630 1.26419 -2.13620 -0.3 -0.1 0.2
H 2.05891 -0.37542 -1.89204 0.1 -0.3 -0.3
H 2.88752 -0.41976 0.32324 0.0 -0.2 -0.4
H 3.73634 0.98318 -0.22478 -0.2 0.0 0.2
H 2.67771 2.21673 1.40938 -0.1 -0.4 0.2
H 0.49566 1.80852 2.45467 0.2 -0.3 -0.3
H -0.98575 -0.05109 1.79415 0.0 0.1 0.0
H 0.56127 -0.69957 2.22224 0.0 -0.2 0.0
H 1.17945 -1.18100 -0.06013 -0.2 0.2 0.0
H -0.44522 -1.78337 0.18898 0.1 0.4 -0.1
H 2.50527 -3.27937 3.05251 0.1 0.3 -0.4
H 2.40922 -1.67592 2.28229 -0.1 -0.1 0.0
H 3.10770 -3.02571 1.38553 -0.4 0.0 0.2
C 0.08735 -6.14838 -0.35592 -0.3 0.1 0.0
C -0.65695 -4.87857 0.04158 0.4 0.5 0.8
O -1.76466 -4.58718 -0.34309 -0.5 -0.4 -0.6
H 0.95839 -5.86238 -0.96253 -0.2 -0.1 0.1
H -0.54621 -6.85117 -0.90326 0.0 0.1 -0.1
H 0.45997 -6.63273 0.55474 0.0 0.1 -0.1